# 1
Formula: C31H65Br2O13P
Source: OMol25
Level of theory: ωB97M-V with the def2-TZVPD basis set

Geometry (Å):
C (-3.83543, -0.77360, -0.55357)
C (-4.01525, -1.12422, -1.68419)
C (-3.94030, -1.52830, -3.07868)
C (-4.39563, -0.48243, -4.10629)
O (-4.90252, -1.02849, -5.33481)
C (-5.38970, 0.04579, -6.02463)
O (-5.69987, 0.01163, -7.16618)
O (-5.45610, 1.12822, -5.21573)
C (-5.37338, 0.66029, -3.79153)
C (-6.87740, 0.32507, -3.50142)
Br (-7.22433, -1.59870, -3.23178)
C (-7.63976, 1.05449, -2.39003)
C (-7.92719, 2.51917, -2.74324)
Br (-6.95554, 0.80812, -0.58692)
P (-4.56707, 2.09720, -2.86366)
C (-2.74866, 1.80346, -2.77122)
C (-4.70048, 3.60122, -3.91467)
H (-3.73475, -0.72659, 0.50180)
H (-4.56165, -2.42040, -3.19171)
H (-2.93327, -1.84647, -3.34160)
H (-3.46766, -0.00735, -4.43535)
H (-7.41456, 0.55925, -4.41463)
H (-8.61176, 0.57442, -2.34542)
H (-7.13763, 2.97785, -3.33090)
H (-8.18547, 3.09723, -1.86230)
H (-8.81661, 2.51247, -3.38014)
H (-2.37716, 2.14634, -1.80836)
H (-2.44728, 0.76401, -2.86939)
H (-2.20688, 2.36427, -3.53843)
H (-4.88537, 3.43019, -4.97568)
H (-3.75088, 4.13099, -3.82628)
H (-5.46772, 4.26746, -3.52913)
C (-1.97062, -5.18272, -0.94284)
O (-1.88735, -3.98062, -0.19765)
C (-2.25994, -4.15119, 1.16360)
C (-1.04776, -4.22437, 2.06633)
O (-0.27425, -5.38833, 1.82147)
C (0.87234, -5.12965, 1.02910)
H (-1.47005, -5.01695, -1.89617)
H (-1.48035, -6.01202, -0.42770)
H (-3.01738, -5.44225, -1.13546)
H (-2.88524, -5.04033, 1.28487)
H (-2.85610, -3.27798, 1.44910)
H (-1.38710, -4.27293, 3.10604)
H (-0.43547, -3.32389, 1.95391)
H (1.62758, -4.60096, 1.62062)
H (0.62612, -4.53935, 0.14262)
H (1.28204, -6.08666, 0.70920)
C (-5.59588, 0.30489, 3.27253)
O (-4.37057, 0.83382, 3.74549)
C (-3.79784, 1.78258, 2.85478)
C (-4.02450, 3.20165, 3.32637)
O (-5.39873, 3.55498, 3.28751)
C (-6.02545, 3.50330, 4.55630)
H (-6.06579, -0.24316, 4.08767)
H (-6.27707, 1.09067, 2.93700)
H (-5.41049, -0.39052, 2.44533)
H (-4.19002, 1.64981, 1.84065)
H (-2.71948, 1.59307, 2.82990)
H (-3.49475, 3.88356, 2.65408)
H (-3.61655, 3.33720, 4.33241)
H (-5.70596, 4.34879, 5.17536)
H (-5.80690, 2.56880, 5.07844)
H (-7.10043, 3.57362, 4.39691)
C (6.09618, -1.65837, -0.41499)
O (4.96722, -0.98179, -0.94249)
C (3.81852, -1.80780, -1.04958)
C (2.84202, -1.55729, 0.07870)
O (3.37604, -1.95543, 1.33236)
C (3.86039, -0.86828, 2.10129)
H (6.85147, -0.91237, -0.17291)
H (5.84763, -2.21387, 0.49215)
H (6.50875, -2.34572, -1.16112)
H (4.10184, -2.86427, -1.07997)
H (3.32987, -1.56073, -1.99764)
H (1.94179, -2.15670, -0.09462)
H (2.54483, -0.50406, 0.10040)
H (3.02583, -0.28920, 2.51118)
H (4.50364, -0.21082, 1.51150)
H (4.43950, -1.27739, 2.92744)
C (12.42836, -0.68152, -2.64906)
O (11.29186, -0.02798, -3.18536)
C (10.15384, -0.87105, -3.28092)
C (9.17187, -0.61821, -2.15793)
O (9.70610, -0.99123, -0.89596)
C (10.17204, 0.11177, -0.13853)
H (13.17103, 0.08130, -2.42055)
H (12.18676, -1.22433, -1.73212)
H (12.85197, -1.37669, -3.38179)
H (10.45181, -1.92369, -3.29601)
H (9.66319, -0.64427, -4.23267)
H (8.28246, -1.23280, -2.32440)
H (8.85931, 0.43032, -2.15138)
H (9.32824, 0.68766, 0.25763)
H (10.81182, 0.76859, -0.73208)
H (10.74968, -0.28107, 0.69684)
C (0.30151, 1.36437, 3.38743)
O (0.17814, 2.65598, 3.95417)
C (0.87065, 2.79065, 5.18688)
C (2.19002, 3.51095, 5.01317)
O (3.10720, 2.75219, 4.23920)
C (3.20276, 3.19170, 2.89577)
H (-0.07091, 1.41256, 2.36433)
H (1.34130, 1.03008, 3.36796)
H (-0.30277, 0.64310, 3.94890)
H (1.02998, 1.81209, 5.64924)
H (0.23304, 3.37964, 5.85345)
H (2.64183, 3.65802, 5.99908)
H (2.02988, 4.49667, 4.56615)
H (3.75790, 4.13421, 2.84160)
H (2.21794, 3.32369, 2.44134)
H (3.74854, 2.43254, 2.33683)

Cartesian forces, eV/Å:
C -0.2 -0.6 0.2
C 0.8 0.4 -0.2
C -1.2 -0.7 -0.5
C 0.9 0.1 0.3
O -0.3 0.3 0.2
C 0.2 -0.6 0.2
O -0.1 0.2 -0.3
O -0.1 -0.3 0.0
C 0.3 0.6 -1.9
C 0.3 -0.3 1.1
Br 0.0 0.2 -0.1
C -0.3 0.3 -0.3
C -0.2 -0.4 -0.3
Br 0.0 0.0 0.0
P -0.5 0.3 1.9
C 0.4 0.0 -0.8
C 0.2 -0.1 -0.6
H 0.0 0.4 0.1
H 0.0 0.0 -0.1
H 0.2 0.1 0.1
H -0.2 0.4 0.2
H 0.0 0.0 -0.1
H 0.1 -0.2 0.1
H 0.1 0.2 0.3
H 0.3 0.1 0.1
H 0.0 0.1 -0.1
H -0.2 0.0 0.1
H -0.1 0.0 0.1
H -0.1 -0.1 -0.1
H 0.0 -0.1 0.1
H 0.0 0.0 0.1
H -0.1 -0.1 0.1
C 0.0 0.1 -0.1
O 0.0 -0.2 0.1
C 0.1 0.3 -0.1
C -0.1 -0.3 0.2
O 0.0 0.1 -0.2
C 0.1 0.0 0.1
H 0.0 0.0 0.0
H 0.0 0.0 0.0
H 0.0 -0.1 0.0
H 0.0 0.0 0.0
H 0.0 0.0 0.0
H 0.0 0.0 0.0
H 0.0 0.0 0.0
H 0.0 0.1 -0.1
H 0.0 0.0 0.0
H 0.0 0.0 0.1
C 0.0 -0.1 0.0
O -0.1 0.1 -0.1
C 0.2 -0.1 0.2
C -0.1 0.1 -0.3
O 0.0 -0.1 0.1
C 0.0 0.1 -0.1
H 0.1 0.0 0.0
H 0.0 0.0 0.0
H -0.1 0.0 0.0
H -0.1 0.0 0.0
H 0.0 0.0 0.0
H 0.0 0.0 0.0
H 0.0 0.0 0.0
H 0.0 0.0 0.1
H 0.0 0.0 0.0
H 0.0 0.0 0.0
C 0.0 0.1 0.0
O 0.0 -0.1 0.1
C 0.0 0.3 -0.1
C -0.1 -0.3 0.1
O 0.1 0.1 0.0
C 0.0 -0.1 0.1
H 0.0 0.0 -0.1
H 0.0 0.0 0.0
H 0.0 -0.1 0.1
H 0.0 0.0 0.0
H 0.0 0.0 0.0
H 0.0 0.0 0.0
H 0.0 0.0 0.0
H 0.0 0.1 0.0
H 0.0 0.0 0.0
H 0.0 0.0 0.0
C 0.0 0.0 0.0
O 0.0 -0.1 0.1
C 0.0 0.3 -0.1
C 0.0 -0.3 0.1
O 0.1 0.1 0.0
C 0.0 -0.1 0.0
H 0.0 0.0 0.0
H 0.0 0.0 0.0
H 0.0 0.0 0.0
H 0.0 0.0 0.0
H 0.0 0.0 0.0
H 0.0 0.0 -0.1
H 0.0 0.0 0.0
H 0.0 0.1 0.0
H 0.0 0.0 0.0
H 0.0 0.0 0.0
C -0.1 0.0 0.0
O 0.1 -0.1 0.0
C -0.2 0.2 -0.1
C 0.2 -0.2 0.1
O -0.1 0.0 -0.1
C 0.1 0.0 0.0
H 0.0 0.0 0.0
H 0.0 0.0 0.0
H 0.1 -0.1 0.0
H 0.0 0.0 0.0
H 0.0 0.0 0.0
H 0.0 0.0 0.0
H 0.0 0.0 0.0
H 0.0 0.0 -0.1
H 0.0 0.0 0.0
H 0.0 0.0 0.0

Here are the Löwdin charges for atoms 1 to 99, given in e:
1. C 0.100
2. C -0.161
3. C -0.159
4. C -0.310
5. O 0.060
6. C -0.570
7. O 0.183
8. O -0.013
9. C -0.441
10. C -0.604
11. Br 0.814
12. C -0.820
13. C -0.118
14. Br 0.679
15. P 0.975
16. C -0.273
17. C -0.276
18. H 0.027
19. H 0.091
20. H 0.132
21. H 0.137
22. H 0.107
23. H 0.055
24. H 0.037
25. H 0.073
26. H 0.089
27. H 0.036
28. H 0.021
29. H 0.042
30. H 0.044
31. H 0.037
32. H 0.023
33. C -0.111
34. O -0.202
35. C -0.202
36. C -0.203
37. O -0.186
38. C -0.107
39. H 0.087
40. H 0.085
41. H 0.089
42. H 0.128
43. H 0.116
44. H 0.127
45. H 0.124
46. H 0.088
47. H 0.076
48. H 0.090
49. C -0.111
50. O -0.188
51. C -0.198
52. C -0.199
53. O -0.188
54. C -0.111
55. H 0.091
56. H 0.080
57. H 0.073
58. H 0.117
59. H 0.111
60. H 0.127
61. H 0.127
62. H 0.088
63. H 0.084
64. H 0.089
65. C -0.106
66. O -0.187
67. C -0.203
68. C -0.202
69. O -0.193
70. C -0.100
71. H 0.083
72. H 0.088
73. H 0.087
74. H 0.127
75. H 0.126
76. H 0.116
77. H 0.126
78. H 0.070
79. H 0.083
80. H 0.094
81. C -0.112
82. O -0.190
83. C -0.203
84. C -0.210
85. O -0.197
86. C -0.109
87. H 0.089
88. H 0.083
89. H 0.088
90. H 0.127
91. H 0.126
92. H 0.109
93. H 0.131
94. H 0.086
95. H 0.084
96. H 0.089
97. C -0.114
98. O -0.195
99. C -0.202


# 2
Formula: C31H65F3N2O10P2S2
Source: OMol25
Level of theory: ωB97M-V with the def2-TZVPD basis set

Geometry (Å):
C (6.43723, -0.44790, 1.87385)
C (5.27431, -1.09580, 1.03558)
O (5.56958, -0.97037, -0.38083)
P (4.20901, -1.19208, -1.32380)
O (4.55518, -1.30764, -2.77506)
C (3.15222, 0.31288, -1.12310)
C (1.65633, 0.13963, -1.62139)
C (1.02175, 1.45439, -2.25078)
N (0.24340, 2.12580, -1.18947)
C (1.10526, 3.06590, -0.43561)
C (1.04107, 2.83076, 1.14531)
C (-1.00312, 2.73601, -1.69034)
S (-1.82672, 3.82492, -0.39289)
C (-0.73751, 3.71541, -2.97395)
N (-1.35008, 5.06886, -2.79882)
C (-2.14330, 1.63233, -2.04383)
S (-3.63385, 2.64320, -2.57751)
O (-2.33699, 0.92258, -0.84135)
C (-3.05879, -0.30753, -0.89700)
C (-3.54459, -0.83725, -2.30120)
C (-4.38332, -2.18928, -2.24815)
C (-3.65151, -3.44898, -2.81065)
F (-3.15776, -4.27247, -1.80022)
F (-2.71593, -3.21210, -3.77614)
F (-4.63548, -4.23582, -3.43137)
C (-4.39380, -0.08083, -0.02181)
C (-4.26337, 1.09227, 1.01547)
O (-4.93038, 2.09691, 0.82756)
C (-3.39600, 1.07590, 2.29886)
C (-4.07108, 1.42694, 3.57782)
C (-3.30729, 1.47351, 4.83576)
C (-1.87046, 1.15010, 4.91345)
C (-1.21007, 0.80599, 3.64262)
C (-1.96871, 0.78600, 2.37617)
P (-1.89924, -1.61876, -0.10346)
C (-0.76510, -2.41271, -1.36602)
C (-2.83290, -2.85693, 0.93804)
O (3.31796, -2.47891, -0.74079)
C (3.97801, -3.69950, -1.16950)
C (3.15143, -4.93898, -0.66603)
H (6.46352, 0.65903, 1.68114)
H (6.29819, -0.56468, 2.98322)
H (7.44274, -0.83146, 1.52873)
H (5.15050, -2.19017, 1.26694)
H (4.32270, -0.57420, 1.34274)
H (3.09279, 0.57587, -0.02079)
H (3.57156, 1.23625, -1.61622)
H (1.61520, -0.70031, -2.37142)
H (1.01812, -0.10163, -0.72108)
H (0.40567, 1.11553, -3.13068)
H (1.83975, 2.10503, -2.69494)
H (0.98313, 4.14830, -0.71705)
H (2.17004, 2.80605, -0.71055)
H (0.62235, 1.78762, 1.27718)
H (2.05428, 2.82720, 1.62208)
H (0.31643, 3.51513, 1.65631)
H (-0.97775, 4.86104, -0.10021)
H (-1.14276, 3.26284, -3.91465)
H (0.36817, 3.92385, -3.09642)
H (-0.67932, 5.71855, -2.39360)
H (-1.72812, 5.41236, -3.68018)
H (-1.70064, 1.06108, -2.90176)
H (-4.33634, 2.98230, -1.44977)
H (-4.24446, -0.09067, -2.78638)
H (-2.65620, -0.89156, -2.98471)
H (-4.75652, -2.44949, -1.22786)
H (-5.30408, -2.05665, -2.88664)
H (-4.80196, -1.03108, 0.40597)
H (-5.16084, 0.27132, -0.77652)
H (-5.15339, 1.69141, 3.57484)
H (-3.83657, 1.76991, 5.77368)
H (-1.29377, 1.17577, 5.87050)
H (-0.12034, 0.56892, 3.69443)
H (-1.38524, 0.54907, 1.45922)
H (-0.78023, -3.54398, -1.35949)
H (0.28868, -2.14030, -1.06848)
H (-0.88843, -2.06323, -2.42345)
H (-2.34267, -3.87250, 0.83791)
H (-2.72504, -2.57616, 2.02067)
H (-3.91914, -2.99096, 0.70162)
H (5.03276, -3.76007, -0.79058)
H (4.01557, -3.75219, -2.28907)
H (2.15408, -4.99071, -1.17096)
H (3.72214, -5.89267, -0.84786)
H (2.98945, -4.80515, 0.43905)
C (-1.55418, -7.05092, -1.62476)
O (-0.44156, -7.79647, -1.14599)
H (-1.31830, -5.99060, -1.55949)
H (-1.75523, -7.31203, -2.66683)
H (-2.43408, -7.26319, -1.01107)
H (-0.67196, -8.72952, -1.21255)
C (-4.59825, -6.44282, 1.96401)
O (-5.26241, -5.26906, 1.51458)
H (-5.02939, -6.74364, 2.91737)
H (-4.73303, -7.24813, 1.23715)
H (-3.53236, -6.23908, 2.09857)
H (-4.86462, -5.02292, 0.67170)
C (-3.33455, 7.52539, 1.29880)
O (-3.05812, 6.20845, 1.75240)
H (-3.82659, 8.07384, 2.10077)
H (-2.40213, 8.03271, 1.03499)
H (-3.99610, 7.48847, 0.42909)
H (-2.62386, 5.74255, 1.02782)
C (8.17829, 3.16041, 2.90023)
O (7.23329, 2.12470, 3.14433)
H (8.60030, 3.01956, 1.90617)
H (7.68395, 4.13424, 2.94760)
H (8.97964, 3.11509, 3.64154)
H (6.87369, 2.26870, 4.02714)
C (5.06281, 2.99806, 0.61389)
O (4.42108, 3.78072, -0.38831)
H (4.30403, 2.60610, 1.28990)
H (5.59719, 2.16469, 0.14989)
H (5.76242, 3.61814, 1.17921)
H (5.11055, 4.11548, -0.97258)

Cartesian forces, eV/Å:
C 0.0 0.4 -0.9
C 0.6 -0.1 1.6
O -2.4 -0.5 -0.2
P 0.1 1.0 -1.8
O -0.1 -0.3 1.8
C -1.0 0.5 1.5
C 0.2 -0.2 0.0
C 0.7 -1.1 -0.2
N -0.5 1.0 -0.8
C 1.6 -0.5 1.0
C -0.8 -0.7 -0.6
C 0.0 1.5 -0.6
S 0.2 -0.8 1.0
C 0.2 0.8 0.3
N 0.1 -0.8 -0.7
C 1.3 2.3 1.5
S -0.5 -0.8 -0.9
O 0.0 -0.6 -1.6
C -1.9 -2.0 0.4
C -0.3 0.8 -0.5
C 0.5 0.3 -0.4
C -1.7 -0.8 -0.2
F -0.1 1.2 -1.6
F -0.8 -0.4 1.6
F 1.4 0.7 0.7
C 0.3 0.3 -0.7
C 0.0 0.5 0.3
O 0.4 -1.0 0.0
C 0.9 -0.2 2.6
C 2.4 -0.3 0.0
C 0.7 -0.5 -1.3
C -1.4 -0.1 -3.0
C -2.3 0.6 0.7
C -0.1 0.2 1.4
P 1.1 0.9 1.2
C 0.7 -0.8 -0.4
C -0.2 -1.0 -0.1
O 1.8 1.4 -0.6
C -0.3 -2.0 -0.5
C 0.3 0.7 0.4
H -0.1 -1.2 0.2
H 0.1 -0.2 -1.2
H -1.1 0.1 0.6
H 0.1 1.0 -0.1
H 0.8 -0.5 -0.6
H 0.2 -0.2 -1.1
H 0.2 -1.4 0.3
H 0.0 0.8 0.7
H 0.6 0.0 -1.2
H 0.2 0.5 1.0
H -0.9 -0.6 0.5
H 0.0 -1.0 0.2
H -1.2 0.5 0.2
H 0.4 1.1 -0.1
H -0.9 0.4 -0.4
H 0.8 -0.5 -0.4
H 0.0 -0.8 -0.6
H 0.4 0.3 0.8
H -1.0 -1.0 0.2
H -0.3 -0.1 -0.4
H 0.3 0.1 0.4
H -1.0 0.2 0.6
H 1.0 -0.5 -0.1
H 0.9 -0.6 0.6
H -0.9 -0.4 0.5
H 0.5 0.2 -0.8
H 1.1 -0.2 0.6
H 0.6 0.9 0.0
H 0.7 -0.2 1.0
H 1.1 -0.3 0.0
H 0.4 -0.3 -1.0
H -0.7 0.0 -1.0
H -1.1 0.2 -0.4
H -0.7 0.2 0.8
H -0.3 1.2 0.0
H -1.2 -0.2 -0.2
H -0.1 -0.3 0.9
H -0.4 1.1 -0.1
H -0.2 0.0 -1.1
H 0.9 0.1 0.3
H -0.9 0.2 -0.2
H 0.1 0.4 1.0
H 0.9 0.0 0.4
H -0.6 1.0 0.1
H 0.1 -0.3 -1.0
C 0.1 -0.4 0.0
O 0.1 0.0 0.0
H 0.1 -0.1 0.0
H -0.2 0.2 0.0
H -0.1 0.2 -0.1
H 0.1 0.1 0.0
C 0.1 0.2 -0.3
O -0.1 0.1 0.0
H 0.0 0.1 -0.1
H 0.1 -0.1 0.1
H 0.0 -0.2 0.1
H -0.1 0.0 0.1
C 0.1 -0.3 -0.2
O 0.1 0.1 0.1
H 0.0 -0.1 0.0
H -0.1 0.2 0.0
H 0.0 0.2 0.0
H -0.2 0.0 0.2
C -0.2 0.0 0.3
O 0.0 0.2 0.1
H -0.1 -0.1 0.0
H 0.2 0.1 -0.1
H 0.1 0.1 -0.1
H 0.0 -0.1 -0.1
C 0.2 0.2 -0.3
O -0.1 0.0 -0.1
H 0.0 0.1 -0.1
H 0.0 -0.1 0.2
H 0.0 -0.2 0.1
H -0.2 0.0 0.0

Here are the Löwdin charges for atoms 1 to 99, given in e:
1. C -0.078
2. C -0.289
3. O -0.229
4. P 0.596
5. O -0.293
6. C -0.211
7. C -0.188
8. C -0.184
9. N -0.167
10. C -0.245
11. C -0.072
12. C -0.623
13. S 0.814
14. C -0.251
15. N -0.081
16. C -0.576
17. S 0.770
18. O -0.214
19. C -0.542
20. C -0.166
21. C -0.042
22. C -0.490
23. F 0.058
24. F 0.114
25. F 0.060
26. C -0.041
27. C -0.320
28. O 0.062
29. C -0.104
30. C -0.010
31. C -0.080
32. C -0.076
33. C -0.072
34. C -0.050
35. P 1.008
36. C -0.276
37. C -0.290
38. O -0.242
39. C -0.295
40. C -0.074
41. H 0.038
42. H 0.086
43. H 0.092
44. H 0.116
45. H 0.109
46. H 0.081
47. H 0.099
48. H 0.104
49. H 0.102
50. H 0.121
51. H 0.127
52. H 0.105
53. H 0.081
54. H 0.063
55. H 0.054
56. H 0.058
57. H -0.089
58. H 0.107
59. H 0.115
60. H 0.059
61. H 0.068
62. H 0.117
63. H -0.110
64. H 0.093
65. H 0.101
66. H 0.107
67. H 0.141
68. H 0.106
69. H 0.130
70. H 0.108
71. H 0.091
72. H 0.094
73. H 0.093
74. H 0.042
75. H 0.034
76. H 0.005
77. H 0.039
78. H 0.048
79. H 0.047
80. H 0.009
81. H 0.120
82. H 0.116
83. H 0.073
84. H 0.085
85. H 0.080
86. C -0.160
87. O -0.127
88. H 0.051
89. H 0.083
90. H 0.072
91. H 0.074
92. C -0.156
93. O -0.134
94. H 0.079
95. H 0.074
96. H 0.073
97. H 0.047
98. C -0.161
99. O -0.137


Number 1: gap between HOMO and LUMO 8.598 eV, DFT total energy -7687.3464 a.u.. Number 2: gap between HOMO and LUMO 8.043 eV, DFT total energy -3860.5726 a.u..